Here is C20H12F15IMgN3O7S2 as an isolated structure from the OMol25 dataset. Energies are from the ωB97M-V functional and the def2-TZVPD basis.

Its charge is -1. As for the multiplicity: 1. The calculation puts the highest occupied orbital energy at -5.65 eV. The relative energy (zero: lowest compared OMol25 entry of this formula, charge and spin) is 0.0000 eV.

Geometry as XYZ:
```
61
Properties=species:S:1:pos:R:3:forces:R:3
I -1.196 -3.660 0.536 0.0 0.1 0.1
S 2.031 2.226 0.958 -0.2 0.1 -0.2
S 3.009 0.011 2.496 -0.2 -0.2 0.1
Mg 0.448 -0.472 0.634 -0.2 0.1 0.2
F 4.024 2.014 -0.768 0.0 -0.1 0.0
F -2.829 -0.069 4.796 0.0 0.0 0.0
F -0.025 0.095 4.881 0.0 0.0 0.0
F 4.671 -1.918 1.921 0.0 0.0 0.0
F -1.813 -1.517 3.560 0.0 0.0 -0.1
F 2.683 3.677 -1.094 0.0 0.0 0.0
F 4.123 3.747 0.521 0.0 0.0 0.0
F -3.466 -0.386 2.760 0.0 -0.1 -0.1
F 0.603 1.855 3.812 -0.1 0.0 0.1
F -1.096 1.961 5.138 0.0 0.0 0.0
F -1.443 3.118 2.528 0.0 0.0 0.0
F 5.570 0.052 1.940 0.0 0.0 0.0
F -2.728 1.840 1.366 0.0 0.0 0.0
F -3.236 2.300 3.416 0.0 0.0 0.0
F 4.308 -0.548 0.287 0.0 0.0 0.0
O -0.629 0.335 2.019 -0.3 -0.2 -0.1
O 1.476 -1.350 -0.814 0.0 0.0 0.0
O 1.367 3.362 1.498 0.0 0.0 -0.1
O -1.835 -0.210 -5.045 0.0 0.0 0.0
O 1.281 1.357 0.058 0.1 -0.1 0.2
O 3.377 -0.067 3.867 0.0 0.0 0.0
O 1.929 -0.858 2.049 0.2 0.2 -0.2
N -1.219 -0.748 -0.728 0.1 0.0 -0.1
N 2.568 -0.724 -4.146 0.0 0.0 0.0
N 2.898 1.481 2.011 0.4 0.1 0.1
C -1.376 0.772 3.024 0.2 0.1 0.1
C -2.540 -1.095 -0.358 -0.1 0.1 0.0
C -0.467 1.185 4.234 0.0 0.0 0.0
C 1.500 -0.059 -4.642 0.0 0.0 0.0
C -0.845 0.741 -4.636 0.0 0.0 0.0
C -5.137 -1.877 0.288 0.0 0.0 0.0
C 4.479 -0.637 1.601 0.0 0.0 0.0
C -2.786 -2.343 0.208 0.0 0.0 0.0
C -4.902 -0.624 -0.258 0.0 0.0 0.0
C 2.529 -1.178 -2.920 0.0 0.0 0.0
C 1.402 -0.970 -2.035 0.0 0.0 0.0
C 3.713 -1.940 -2.407 0.0 0.0 0.0
C -3.612 -0.237 -0.580 0.0 0.0 0.0
C 0.329 0.095 -3.954 0.0 0.0 0.0
C -2.382 -0.310 3.549 0.0 -0.1 0.0
C -1.033 -0.491 -1.976 0.0 0.0 0.0
C 3.302 2.951 -0.162 0.0 0.0 0.0
C 0.252 -0.390 -2.625 0.0 0.0 0.0
C -4.076 -2.738 0.523 0.0 0.0 0.0
C -2.208 2.026 2.585 0.0 0.0 0.0
H -5.723 0.061 -0.424 0.0 0.0 0.0
H -1.365 -0.957 -5.430 0.0 0.0 0.0
H -1.902 -0.456 -2.637 0.0 0.0 0.0
H -1.360 1.437 -3.973 0.0 0.0 0.0
H -3.412 0.747 -0.982 0.0 0.0 0.0
H 4.249 -2.373 -3.249 0.0 0.0 0.0
H 1.607 0.338 -5.646 0.0 0.0 0.0
H -4.248 -3.715 0.956 0.0 0.0 0.0
H 3.399 -2.714 -1.708 0.0 0.0 0.0
H 4.391 -1.279 -1.867 0.0 0.0 0.0
H -0.488 1.308 -5.501 0.0 0.0 0.0
H -6.143 -2.183 0.545 0.0 0.0 0.0
```
Forces are in eV/Å.

Here is C17H23BF2N2O7PS2 as an isolated structure from the OMol25 dataset. Energies are from the ωB97M-V functional and the def2-TZVPD basis.

Its charge is -1. As for the multiplicity: 1. The calculation puts the highest occupied orbital energy at -6.61 eV.

Geometry as XYZ:
```
55
Properties=species:S:1:pos:R:3:forces:R:3
S -6.484 -2.681 -0.857 0.2 0.1 0.0
S -5.644 -0.723 3.503 0.0 0.1 0.3
P -4.612 -2.995 -0.413 -0.8 0.1 -0.2
F 6.920 2.341 -3.354 0.0 0.0 0.0
F 6.825 4.185 -4.700 0.0 0.0 0.0
O 5.323 4.024 -2.870 -0.1 0.0 0.0
O 2.786 2.552 -4.703 -0.1 -0.1 0.0
O -0.484 0.651 -1.096 -0.2 -0.1 -0.2
O 3.146 4.259 -2.348 0.0 0.0 0.0
O 2.042 -0.420 -0.584 -0.2 0.1 0.1
O -0.574 1.372 3.086 0.0 0.1 -0.1
O 5.031 2.633 -4.755 -0.1 0.1 0.0
N -4.373 0.247 3.420 0.0 0.1 0.1
N -5.423 -1.617 2.207 -0.1 -0.2 -0.3
C -3.703 -1.686 0.439 -0.1 -0.3 0.0
C -1.889 1.614 2.635 -0.1 0.2 0.1
C -2.489 0.478 1.857 -0.2 0.2 0.3
C -2.496 -1.177 0.050 0.4 0.2 0.0
C 1.850 -2.617 0.300 0.1 0.0 0.0
C 0.227 -0.877 3.474 0.0 0.0 -0.2
C -1.709 -1.826 -1.055 0.0 0.0 0.0
C 2.095 -1.785 -0.939 0.1 0.1 0.1
C -0.478 0.333 4.044 0.1 -0.1 0.2
C 3.847 2.929 -4.276 0.1 -0.2 -0.1
C 1.889 0.481 -1.676 0.5 0.0 0.0
C 0.666 1.365 -1.524 0.0 -0.1 -0.1
C 4.037 3.833 -3.037 0.1 0.0 0.1
C -4.318 -1.166 1.612 0.1 0.0 0.0
C -1.914 -0.030 0.741 0.2 -0.3 -0.6
C -0.613 0.605 0.303 0.0 0.0 0.0
C -3.699 -0.103 2.317 -0.3 0.0 0.3
B 6.102 3.295 -3.931 0.0 0.0 0.0
H -2.534 1.849 3.480 -0.1 0.0 0.1
H 0.795 -2.636 0.563 -0.1 0.0 0.1
H 2.182 -3.639 0.132 0.0 -0.1 0.0
H -4.410 -4.124 0.393 0.2 -0.1 0.0
H -1.846 2.499 2.002 0.1 0.1 0.0
H -2.000 -2.859 -1.210 0.0 0.0 0.0
H 0.090 0.720 4.892 0.1 0.1 0.0
H -1.821 -1.281 -1.985 0.0 0.1 -0.2
H -3.861 -3.276 -1.552 0.2 -0.1 0.1
H 0.878 2.204 -0.861 -0.1 0.0 0.2
H 1.126 -0.557 2.952 0.2 0.0 0.0
H 0.227 0.089 0.775 0.0 -0.1 -0.1
H -0.589 1.629 0.681 0.1 0.0 0.0
H -1.467 0.068 4.424 -0.1 0.0 0.0
H 2.763 1.133 -1.718 0.1 0.1 -0.1
H 0.442 1.780 -2.504 0.0 0.1 -0.1
H 2.409 -2.217 1.142 0.1 0.1 0.1
H 3.074 -2.023 -1.364 0.1 0.0 -0.1
H 1.333 -2.006 -1.691 0.0 0.0 -0.2
H -0.395 -1.404 2.750 -0.1 0.0 0.0
H 1.871 -0.065 -2.618 -0.2 -0.1 -0.1
H -0.653 -1.812 -0.819 0.1 0.1 0.0
H 0.502 -1.567 4.267 0.0 -0.1 0.1
```
Forces are in eV/Å.

Here is a 2-piece molecular cluster, C5H16N2O overall in a non-equilibrium geometry from the OMol25 dataset. Energies are from the ωB97M-V functional and the def2-TZVPD basis.

Its charge is 0. As for the multiplicity: 1. The SMILES is NCCCCCN.O. The calculation puts the highest occupied orbital energy at -8.80 eV. The relative energy (zero: lowest compared OMol25 entry of this formula, charge and spin) is 1.1995 eV.

Geometry as XYZ:
```
24
Properties=species:S:1:pos:R:3:forces:R:3
O -0.165 1.685 2.578 -0.3 0.5 0.1
N 1.404 2.375 -0.655 -0.6 -0.6 -0.8
N -1.813 -2.256 0.381 0.0 -0.4 0.1
C -0.663 -2.596 -0.451 0.2 -0.5 -1.1
C -0.017 2.020 -0.939 2.3 0.6 -0.6
C -0.239 0.528 -1.085 -0.9 -1.4 0.0
C 0.611 -1.834 -0.131 1.0 0.1 -0.4
C 0.550 -0.283 -0.086 0.8 -0.3 1.6
H -0.852 -2.535 -1.531 -0.5 0.9 0.1
H 0.262 0.019 0.917 -0.2 0.1 0.2
H 1.557 3.365 -0.585 0.2 -0.1 0.4
H 0.545 2.324 2.678 0.4 -0.1 0.0
H -0.543 -3.694 -0.439 0.4 0.3 0.7
H -1.839 -2.931 1.135 -0.2 0.1 0.1
H 1.461 -2.061 -0.801 -0.7 -0.3 -0.4
H -0.132 2.461 -1.929 -0.9 0.3 0.2
H -0.011 0.041 -2.053 -0.1 1.0 -0.1
H 1.619 0.022 -0.124 -0.6 -0.3 -0.2
H -1.336 0.408 -0.918 0.7 -0.3 -0.2
H 1.029 -2.212 0.804 -0.3 0.3 0.4
H -1.717 -1.354 0.831 0.1 0.1 -0.2
H -0.932 2.270 2.575 -0.2 -0.3 0.0
H -0.648 2.464 -0.170 -0.5 -0.2 -0.2
H 1.872 1.774 -0.001 0.0 0.5 0.4
```
Forces are in eV/Å.

Here is C43H33F7IrN3O2S2Si as an isolated structure in a non-equilibrium geometry from the OMol25 dataset. Energies are from the ωB97M-V functional and the def2-TZVPD basis.

Its charge is 0. As for the multiplicity: 5. Its expectation value of S² is 6.032. The calculation puts the highest occupied orbital energy (spin up / spin down) at -5.11 / -8.19 eV. The relative energy (zero: lowest compared OMol25 entry of this formula, charge and spin) is 0.8018 eV.

Geometry as XYZ:
```
92
Properties=species:S:1:pos:R:3:forces:R:3
Ir -0.191 -1.568 -0.259 1.3 0.4 0.8
S -0.663 -1.256 -2.892 0.3 0.0 0.0
S 0.186 -4.033 -0.932 -0.4 0.3 -0.5
Si -0.006 2.250 -0.470 0.7 1.8 0.9
F 2.976 -5.037 -1.063 0.1 0.0 -0.1
F -1.869 -1.511 4.880 0.0 0.0 0.0
F 3.144 -6.917 3.217 0.1 -0.1 0.2
F 2.745 -1.302 4.114 0.0 0.0 0.0
F -0.706 -4.632 1.847 -0.1 -0.1 0.1
F 0.646 -5.995 3.737 0.0 0.0 0.1
F 4.314 -6.409 0.827 0.1 0.0 0.0
O -0.131 0.691 -0.649 -0.5 -1.8 -0.3
O -6.304 0.678 -1.146 0.0 -0.2 0.0
N 1.812 -1.449 -0.097 -0.3 0.0 0.0
N -2.272 -1.630 -0.214 -0.7 0.0 -0.1
N -4.522 1.941 -0.588 -0.1 -0.3 0.0
C 1.211 -5.758 2.555 0.0 0.0 0.1
C 1.847 4.188 -1.571 0.2 0.0 -0.1
C -1.426 3.028 -2.821 0.0 0.0 0.0
C 2.328 -1.394 1.208 0.3 0.0 0.4
C 3.721 -1.318 1.384 -0.1 0.0 -0.1
C -3.195 4.754 -1.586 0.0 0.1 0.0
C 1.089 -4.802 0.327 0.1 0.0 0.4
C -0.839 -1.498 4.007 0.0 0.0 -0.2
C 4.215 3.819 -1.798 0.0 0.0 0.0
C -2.394 3.676 -3.573 0.0 0.0 -0.1
C -0.509 -2.774 -3.866 -0.1 0.2 0.1
C -1.324 3.216 -1.439 0.1 -0.2 0.1
C -0.553 2.153 3.655 0.0 -0.1 0.0
C 3.102 4.629 -1.974 0.0 0.1 0.0
C -4.325 -2.819 -0.031 -0.2 0.0 0.0
C 2.664 -1.450 -1.145 0.6 0.0 -0.4
C 1.320 -1.437 2.213 -0.2 0.0 0.0
C 4.016 -1.369 -1.013 -0.4 -0.1 -0.1
C 4.564 -1.296 0.303 0.1 0.0 0.1
C -0.231 4.466 3.092 0.1 0.1 -0.1
C 1.500 -1.386 3.604 -0.1 0.0 -0.1
C -2.229 4.092 -0.839 0.1 0.1 0.1
C -3.283 4.545 -2.955 0.0 0.0 0.0
C -2.947 -2.768 0.015 0.0 0.0 0.1
C 3.081 -5.969 1.069 0.0 0.0 0.1
C -0.037 -1.535 1.756 0.3 -0.2 -0.6
C 2.491 -6.224 2.297 -0.1 0.1 -0.2
C -5.145 0.758 -0.787 0.0 0.6 0.0
C -2.963 -0.510 -0.468 -0.1 0.3 -0.1
C 0.530 -5.054 1.583 0.2 0.0 -0.3
C -0.384 1.809 2.318 -0.1 0.2 0.2
C -5.040 -1.667 -0.298 0.2 0.3 0.0
C -0.482 3.482 4.041 0.0 0.0 0.0
C -0.145 2.789 1.357 -0.3 -0.5 -0.7
C -0.057 4.120 1.758 0.0 0.0 0.3
C 4.073 2.570 -1.209 0.0 -0.1 0.1
C 1.693 2.934 -0.982 -0.7 -0.4 -0.3
C 0.458 -1.409 4.499 -0.1 0.0 0.0
C 2.820 2.134 -0.799 0.1 0.0 0.0
C 0.629 -0.243 -3.653 -0.2 0.0 0.1
C 2.388 -5.266 0.105 -0.3 0.1 0.1
C -1.097 -1.562 2.656 -0.3 -0.1 0.2
C -4.345 -0.477 -0.506 0.0 -0.5 0.1
H -3.542 2.027 -0.383 0.0 0.1 0.0
H 2.213 -1.537 -2.122 0.0 0.0 0.1
H 0.925 0.495 -2.908 0.0 0.0 0.0
H -2.453 3.511 -4.642 0.0 0.0 0.0
H -2.354 -3.644 0.241 0.1 0.0 -0.1
H -0.720 2.370 -3.316 0.0 0.0 0.0
H -2.129 -1.631 2.338 0.0 0.0 0.0
H -4.033 5.066 -3.536 0.0 0.0 0.0
H -0.164 5.505 3.393 0.0 0.0 0.0
H -0.896 -2.591 -4.866 0.0 0.0 0.0
H 2.714 1.159 -0.334 0.0 0.0 0.0
H -2.171 4.269 0.231 0.0 0.0 0.0
H 0.646 -1.357 5.562 0.0 0.0 0.0
H 0.157 4.896 1.031 0.0 0.0 0.0
H 0.219 0.246 -4.534 0.0 0.0 0.0
H -5.019 2.777 -0.844 0.0 0.0 0.0
H -0.613 3.755 5.081 0.0 0.0 0.0
H 5.191 4.161 -2.120 0.0 0.0 0.0
H -0.740 1.378 4.390 0.0 0.1 0.0
H -0.436 0.769 2.016 0.0 0.2 0.0
H 1.480 -0.857 -3.938 0.0 0.0 0.0
H -2.357 0.368 -0.669 0.1 -0.1 0.0
H -6.121 -1.645 -0.349 0.0 0.0 0.0
H 0.527 -3.101 -3.904 0.0 0.0 0.0
H -4.828 -3.759 0.145 0.0 0.0 0.0
H 0.984 4.827 -1.727 0.0 0.0 0.0
H 4.938 1.933 -1.063 0.0 0.0 0.0
H -3.876 5.448 -1.105 0.0 0.0 0.0
H -1.106 -3.535 -3.372 0.0 0.0 0.0
H 4.127 -1.286 2.382 0.0 0.0 0.0
H 3.211 5.607 -2.428 0.0 0.0 0.0
H 4.646 -1.382 -1.889 0.0 0.0 0.0
H 5.635 -1.244 0.440 0.0 0.0 0.1
```
Forces are in eV/Å.

Here is one molecule with the formula C4H2N2O in a non-equilibrium geometry from the OMol25 dataset. Energies are from the ωB97M-V functional and the def2-TZVPD basis.

Its charge is 0. As for the multiplicity: 1. The SMILES is N#CC#CC(N)=O. The calculation puts the highest occupied orbital energy at -11.02 eV. The relative energy (zero: lowest compared OMol25 entry of this formula, charge and spin) is 0.7677 eV.

Geometry as XYZ:
```
9
Properties=species:S:1:pos:R:3:forces:R:3
O -1.625 -1.849 -0.085 0.2 0.4 0.0
N -1.748 0.432 0.014 -0.1 0.0 0.0
N 3.804 0.873 0.137 -0.9 -0.6 -0.1
C 0.360 -0.550 -0.105 0.6 0.2 0.1
C 2.786 0.329 0.028 0.8 0.5 0.1
C 1.518 -0.216 -0.068 -0.6 -0.1 0.0
C -1.099 -0.758 -0.065 -0.1 -0.2 0.0
H -2.753 0.436 0.094 0.1 0.0 0.0
H -1.244 1.304 0.050 -0.1 -0.2 0.0
```
Forces are in eV/Å.